1.
This record from OMol25 describes a structure of composition C3H4LiO4Tl at a distorted geometry. The level of theory is ωB97M-V/def2-TZVPD.

Output
HOMO-LUMO gap (alpha / beta) = 0.148 / 0.225 Eh
HOMO (alpha / beta) = -22.7 / -24.6 eV
⟨S²⟩ = 0.764
Molecular weight = 315.38 g/mol
Multiplicity = 2
Energy relative to the best compared isomer or geometry (same formula, charge and spin) = 971.3 kJ/mol
Largest force on an atom = 10.5 eV Å⁻¹
Charge = +3

Element x y z (Å)
Tl 2.79044 0.09894 -0.90096
O 1.00726 -0.76538 -0.89774
O 1.44938 1.07082 0.19898
O -0.64415 0.32869 0.20146
O -2.86667 0.64834 -0.42945
C 0.62405 0.21300 -0.20702
C -1.60923 -1.32535 0.66365
C -2.05480 -0.39526 -0.43590
Li -1.66697 2.08260 0.48792
H -0.71887 -1.90196 0.38660
H -2.09707 -2.28738 0.86256
H -2.86245 -0.96076 0.83422
H -1.91552 -0.82272 -1.44884

---

2.
This record from OMol25 describes a structure of composition C42H36Cl3IrN4O4PSi. The level of theory is ωB97M-V/def2-TZVPD.

Output
HOMO-LUMO gap (alpha / beta) = 0.230 / 0.256 Eh
HOMO (alpha / beta) = -12.5 / -13.2 eV
⟨S²⟩ = 0.755
Molecular weight = 1018.41 g/mol
Multiplicity = 2
Energy relative to the best compared isomer or geometry (same formula, charge and spin) = 168.6 kJ/mol
Largest force on an atom = 0.7 eV Å⁻¹
Charge = +2

Element x y z (Å)
Ir 1.40902 0.93619 2.03947
Cl 3.40721 3.95439 2.02070
Cl 2.82661 2.40699 -0.82081
Cl 0.44043 4.13820 0.69269
P -1.21422 -0.48036 -2.18716
Si 2.01025 2.87246 0.99527
O 5.12766 -0.71637 1.73839
O 0.46070 3.04747 5.44157
O -0.34760 -1.17305 1.54748
O 0.10299 0.69356 0.45570
N 0.26016 1.94683 3.50174
N 0.36472 -0.99614 -2.50589
N 2.73152 1.18827 3.49954
N 2.98936 -0.21388 1.33294
C -3.41066 2.03916 0.87360
C -2.35752 3.69827 -3.50715
C -1.37446 -1.91260 -4.59479
C -4.06668 -3.07575 -3.58245
C -2.25860 1.34203 -3.95188
C 2.10934 -2.85580 2.00449
C -0.52462 -0.42045 0.60031
C -2.62347 2.61819 -4.34021
C 2.59748 -3.61103 -0.21839
C -1.73946 3.50923 -2.27867
C 3.97243 0.72582 3.31867
C 2.07791 -4.85872 0.08649
C -1.04036 -3.02158 -2.77670
C 3.35484 2.23247 5.52878
C 2.61251 -2.60008 0.73877
C 4.81747 -1.38272 0.46367
C -1.05309 -3.41177 -4.29589
C 1.00096 2.33775 4.48510
C -1.96783 -1.80602 -3.13340
C 4.64615 1.74201 5.36009
C -2.52521 1.73020 1.89179
C -0.90350 3.33592 4.99383
C -0.13340 -1.10575 -4.85770
C 0.26387 -2.42584 -2.35518
C 1.56653 -5.10578 1.35378
C -3.44271 -2.02429 -3.04619
C 3.27381 -1.29038 0.36681
C -3.45842 -4.18908 -4.31595
C -2.04072 2.73052 2.73095
C -1.58937 -0.74210 -0.44416
C 4.97063 0.98037 4.23700
C 0.68062 -0.67124 -3.90215
C -2.17015 -4.34938 -4.63162
C 4.04129 -0.07802 2.07490
C -1.14560 2.31375 3.87297
C -2.48115 4.03560 2.55177
C -3.82381 3.35098 0.67848
C 2.41840 1.93512 4.55509
C 1.58447 -4.10390 2.31048
C -1.62549 1.15319 -2.71936
C -3.36221 4.34594 1.52300
C -1.37719 2.23563 -1.87326
H -4.14678 -4.96259 -4.63220
H 2.95145 -0.95452 -0.61708
H 0.10486 -0.88708 -5.89198
H -3.11613 2.77222 -5.29028
H -3.69920 5.36607 1.39772
H -0.89791 2.07987 -0.91509
H -1.89670 -1.78044 -0.31349
H -5.14272 -3.12408 -3.46821
H -1.54056 4.35342 -1.63278
H 1.18725 -4.29249 3.29867
H -3.81806 1.25233 0.25099
H -0.91740 4.37411 4.67534
H 3.00712 -3.43021 -1.20637
H -4.03842 -1.27054 -2.54219
H -2.15351 4.83571 3.20002
H -1.58396 1.41346 4.31390
H -1.89080 -5.24529 -5.17274
H -1.55830 3.19249 5.84701
H -2.24534 0.69828 2.07474
H -1.43810 -3.77410 -2.09552
H 1.57401 -0.08722 -4.07121
H -4.52483 3.58961 -0.11028
H -2.64139 4.69494 -3.81826
H 5.40544 1.95967 6.09828
H -2.47538 0.50259 -4.59863
H 5.35731 -0.85057 -0.31640
H -0.10402 -3.76462 -4.69420
H 3.07989 2.83742 6.38119
H 2.10626 -2.08356 2.76453
H 1.19115 -2.97723 -2.40013
H 5.16824 -2.40582 0.55100
H 2.07784 -5.64049 -0.66147
H 5.96968 0.60106 4.07438
H -2.11680 -1.75668 -5.37521
H 1.15962 -6.07850 1.59425
H -2.45566 -0.11160 -0.22564

---

3.
This record from OMol25 describes a structure of composition C5H7NO at a distorted geometry. The level of theory is ωB97M-V/def2-TZVPD.

Output
HOMO-LUMO gap = 0.379 Eh
HOMO = -9.3 eV
Molecular weight = 97.12 g/mol
Energy relative to the best compared isomer or geometry (same formula, charge and spin) = 245.8 kJ/mol
Largest force on an atom = 1.6 eV Å⁻¹

Element x y z (Å)
O 0.14334 0.58376 -2.20339
N 0.25198 -0.98132 1.05053
C 0.44798 0.16985 -1.11174
C 1.74186 0.35963 -0.29623
C -0.42012 -0.21280 0.02759
C -1.91508 -0.11469 0.12101
C 0.78398 0.32769 0.89134
H 2.29530 1.27406 -0.51780
H 0.84399 -1.67752 0.60899
H 0.29895 1.16287 1.35752
H -2.29418 -1.06780 -0.26158
H 2.43432 -0.48927 -0.33733
H -2.34001 0.69061 -0.48339
H -2.27230 -0.02509 1.15447

---

4.
This record from OMol25 describes a structure of composition C5H8O2. The level of theory is ωB97M-V/def2-TZVPD.

Output
HOMO-LUMO gap (alpha / beta) = 0.321 / 0.294 Eh
HOMO (alpha / beta) = -8.0 / -7.6 eV
Molecular weight = 100.12 g/mol
Energy relative to the best compared isomer or geometry (same formula, charge and spin) = 524.7 kJ/mol
Largest force on an atom = 1.0 eV Å⁻¹

Element x y z (Å)
O 1.53690 -0.83424 1.22882
O -1.55424 0.91412 -0.93336
C 1.42829 0.25736 0.42112
C -1.31915 -0.38007 -1.02926
C -1.81585 0.86049 0.43550
C -1.66891 -0.65354 0.38323
C 2.23095 0.56741 -0.59395
H 0.56279 0.85908 0.70736
H -0.58353 -0.74672 -1.73864
H -0.88600 -1.15349 0.96243
H 3.09123 -0.04114 -0.86676
H -2.73152 1.38532 0.71386
H 2.03895 1.46032 -1.17736
H -2.63628 -1.14403 0.53541
H 2.30635 -1.35088 0.95161

---

5.
This record from OMol25 describes a structure of composition C4H9N2S at a distorted geometry. The level of theory is ωB97M-V/def2-TZVPD.

Output
HOMO-LUMO gap = 0.372 Eh
HOMO = -13.8 eV
Molecular weight = 117.20 g/mol
Energy relative to the best compared isomer or geometry (same formula, charge and spin) = 560.2 kJ/mol
Largest force on an atom = 5.5 eV Å⁻¹
Charge = +1

Element x y z (Å)
S 2.45903 -0.17625 0.69477
N -0.03852 1.57408 -0.72961
N 0.38998 -0.75020 -0.91632
C -2.83136 -0.66427 0.79738
C -1.97338 0.15025 0.57108
C 0.65633 -0.47947 0.48477
C -0.16374 0.87675 0.53517
H -0.86185 1.97880 -1.11780
H 0.23607 -1.13826 1.35000
H 0.89184 2.16112 -0.62825
H 0.06281 0.48058 -1.32235
H -3.74924 -1.18361 0.90641
H -0.04318 1.48338 1.44787
H -0.59500 -1.13775 -1.06378
H 2.71851 -0.63405 2.05554
H 0.92435 -1.55757 -1.39317

---

6.
This record from OMol25 describes the molecule C20H23ClN2O4S at a distorted geometry. The level of theory is ωB97M-V/def2-TZVPD.

Output
HOMO-LUMO gap = 0.323 Eh
HOMO = -8.4 eV
Molecular weight = 422.93 g/mol
SMILES = CCOc1ccc(C(=O)CN2CCN(S(=O)(=O)c3ccc(Cl)cc3)CC2)cc1
Energy relative to the best compared isomer or geometry (same formula, charge and spin) = 112.7 kJ/mol
Largest force on an atom = 1.0 eV Å⁻¹

Element x y z (Å)
Cl -4.17371 -5.04564 -3.44157
S -1.14960 -1.09320 0.35399
O -1.97846 -0.82232 1.48840
O 3.19462 1.93122 3.51483
O -0.98936 4.06143 -0.72604
O -0.67917 0.02049 -0.42864
N 2.49608 -0.81306 1.58469
N 0.08525 -2.12211 0.84213
C 3.49779 0.19489 1.91087
C 1.32983 -0.76583 2.45175
C 0.02484 3.45637 -0.06703
C -3.34454 -3.94895 -2.40442
C 1.23328 -2.12141 -0.03823
C -2.02103 -2.20382 -0.75075
C 2.11060 -0.88735 0.18645
C -0.05481 3.49450 1.32946
C -3.27463 -4.21857 -1.04304
C -2.60577 -3.33580 -0.21459
C 0.48106 -2.01479 2.23269
C -1.14582 3.85661 -2.11722
C -1.67175 2.45964 -2.43395
C 2.93895 1.53513 2.39662
C 2.00085 2.24767 1.50865
C 1.13693 2.86068 -0.65980
C 2.10879 2.26674 0.12104
C -2.09447 -1.93376 -2.10341
C 0.91863 2.90845 2.09978
C -2.76047 -2.81080 -2.94283
H 4.14152 0.34956 1.04299
H -2.83003 -2.61694 -4.00151
H -0.90610 3.98044 1.77883
H 4.11244 -0.20168 2.72832
H -2.53539 -3.50601 0.84722
H 1.04382 -2.91627 2.48903
H 1.80210 -3.03458 0.15861
H -1.05848 1.70317 -1.94798
H -2.68674 2.35295 -2.05964
H -0.42977 -1.96056 2.82781
H -1.63531 -1.03412 -2.48173
H 2.97673 1.84061 -0.36099
H 0.86518 -2.13830 -1.06543
H 1.67131 -0.71662 3.48761
H -1.87131 4.61600 -2.42268
H -1.67047 2.29774 -3.50884
H -3.74005 -5.10637 -0.64512
H 1.25368 2.84316 -1.73184
H -0.20540 4.05230 -2.64691
H 0.68673 0.10603 2.24357
H 3.01677 -0.97559 -0.41844
H 0.84879 2.91880 3.17733
H 1.53610 -0.01015 -0.14005